1.
Molecular formula: C15H17BF4GeNOReSbSe4
Method: DFT, ωB97M-V with the def2-TZVPD basis set

Each line ends with the Löwdin spin population.
Positions of all 46 atoms, in Å:
1 Re 1.1281 0.5515 -1.1933  2.650
2 N 1.0915 3.6887 1.3921  0.024
3 C 0.7356 2.8495 0.4521  0.024
4 O 1.3179 1.7217 0.4097  0.066
5 C -0.3418 3.0832 -0.5441  0.007
6 C 0.0117 2.2585 -1.8027  0.014
7 H 1.9164 3.4623 1.9414  0.001
8 H 0.7069 4.6168 1.4265  0.001
9 H -0.5051 4.1431 -0.7413  -0.002
10 H -1.2468 2.6814 -0.0729  0.000
11 H 0.6625 2.8595 -2.4425  0.013
12 H -0.8939 2.0280 -2.3626  0.011
13 Se 4.4820 1.7107 1.6996  0.004
14 Sb 5.1248 1.8410 -0.5746  0.009
15 Se 3.2901 1.6443 -2.4065  0.008
16 Se 3.5820 3.8159 -1.5694  0.029
17 Se 7.2203 1.6483 -1.5942  0.017
18 Ge -1.1227 -0.6451 -0.7996  0.012
19 C -0.8377 -2.5398 -0.4574  0.000
20 C -1.0154 -3.4598 -1.4886  -0.002
21 C -0.7662 -4.8088 -1.2827  0.001
22 C -0.3344 -5.2511 -0.0421  -0.002
23 C -0.1536 -4.3442 0.9928  0.000
24 C -0.4016 -2.9961 0.7844  -0.001
25 C -2.0935 0.2229 0.6658  0.008
26 C -3.4312 0.5873 0.5196  0.000
27 C -4.1153 1.2176 1.5508  0.000
28 C -3.4710 1.4872 2.7493  0.000
29 C -2.1412 1.1246 2.9135  0.000
30 C -1.4593 0.5011 1.8780  0.001
31 H -2.0058 -0.5275 -2.0622  -0.003
32 H -1.3488 -3.1229 -2.4639  0.000
33 H -0.9059 -5.5131 -2.0929  0.000
34 H -0.1341 -6.3027 0.1184  0.000
35 H 0.1862 -4.6869 1.9617  0.000
36 H -0.2507 -2.2986 1.6014  0.000
37 H -3.9469 0.3808 -0.4115  0.000
38 H -5.1538 1.4939 1.4188  0.000
39 H -4.0049 1.9734 3.5556  0.000
40 H -1.6353 1.3245 3.8501  0.000
41 H -0.4166 0.2334 2.0216  0.000
42 F 2.3626 -3.1339 -1.4811  0.000
43 B 2.6224 -1.8268 -1.4878  0.005
44 F 2.2417 -1.1558 -0.2478  0.046
45 F 3.8520 -1.4236 -1.8649  0.000
46 F 1.5987 -1.1142 -2.4164  0.058

Computed properties:
* E_LUMO (spin up / spin down): -1.23 / -1.85 eV
* E_HOMO (spin up / spin down): -8.1 / -8.2 eV
* HOMO-LUMO gap (spin up / spin down): 6.9 / 6.3 eV
* spin multiplicity: 4
* F_max: 0.9 eV/A
* ⟨S²⟩: 3.779

***

2.
Molecular formula: C20H26FN5O3
Method: DFT, ωB97M-V with the def2-TZVPD basis set

Each line ends with the Mulliken charge.
Positions of all 55 atoms, in Å:
1 C -0.7707 0.1603 2.7322  -2.113
2 C -1.0365 -0.6857 1.4943  1.423
3 C -0.7663 -2.1518 1.8070  -1.446
4 N -1.1355 -2.9902 0.6722  0.423
5 C -2.1433 -3.8881 0.8063  -0.140
6 O -2.7204 -4.1022 1.8595  -0.662
7 C -2.5868 -4.5961 -0.4419  0.321
8 N -2.3017 -5.8677 -0.6444  -0.855
9 N -2.8928 -6.1620 -1.8107  0.102
10 C -3.5405 -5.1146 -2.3568  -1.106
11 C -3.3681 -4.0563 -1.4939  0.723
12 C -3.8200 -2.6674 -1.6292  0.947
13 C -3.8006 -2.0114 -2.8569  -0.387
14 C -4.1706 -0.6772 -2.9159  -0.504
15 N -4.5445 0.0347 -1.8550  -0.662
16 C -4.5756 -0.6017 -0.6856  -0.397
17 C -4.2325 -1.9341 -0.5191  0.038
18 C -0.4241 -2.7074 -0.5647  -0.093
19 C -0.5049 -1.2214 -0.9221  -0.608
20 C -0.3079 -0.2067 0.2171  -0.416
21 N 1.0611 0.3343 0.4321  0.240
22 C 1.0477 1.7869 0.6377  -1.173
23 C 2.2476 -0.0815 -0.1165  0.319
24 O 3.0914 0.7247 -0.4730  -0.671
25 C 2.6210 -1.5495 -0.2401  -0.496
26 O 2.2381 -2.2965 0.8890  -0.276
27 C 2.8126 -3.5872 0.8814  -0.543
28 C 2.2453 -4.3955 2.0151  -0.060
29 F 2.6398 -3.8590 3.2326  -0.306
30 H 0.2970 0.2064 2.9531  0.389
31 H -1.1466 1.1775 2.6214  0.434
32 H -1.2736 -0.2803 3.5943  0.487
33 H -2.1035 -0.6163 1.2489  -0.158
34 H 0.2874 -2.2932 2.0465  0.025
35 H -1.3660 -2.4716 2.6553  0.651
36 H -2.8350 -7.1011 -2.1620  0.159
37 H -4.0840 -5.1977 -3.2830  0.514
38 H -3.4720 -2.5236 -3.7524  0.426
39 H -4.1530 -0.1497 -3.8633  0.375
40 H -4.8943 -0.0141 0.1688  0.433
41 H -4.2902 -2.3944 0.4595  0.517
42 H 0.6044 -3.0384 -0.4508  -0.638
43 H -0.8617 -3.2874 -1.3738  0.731
44 H 0.1711 -0.9988 -1.7508  0.488
45 H -1.5154 -1.0408 -1.2976  0.071
46 H -0.8551 0.6773 -0.1219  0.447
47 H 1.9505 2.0953 1.1574  0.334
48 H 1.0076 2.3214 -0.3152  0.289
49 H 0.1823 2.0519 1.2347  0.498
50 H 2.1964 -1.9756 -1.1605  0.284
51 H 3.7077 -1.5464 -0.3547  0.519
52 H 2.5845 -4.1093 -0.0602  0.364
53 H 3.9028 -3.5154 0.9729  0.416
54 H 1.1539 -4.4015 1.9867  -0.017
55 H 2.6147 -5.4213 1.9601  0.339

Computed properties:
* SMILES: C[C@@H]1CN(C(=O)c2n[nH]cc2-c2ccncc2)CC[C@@H]1N(C)C(=O)COCCF
* E_LUMO: 0.46 eV
* E_HOMO: -9.2 eV
* HOMO-LUMO gap: 9.6 eV
* F_max: 0.1 eV/A
* energy above the lowest of the compared OMol25 structures with the same formula, charge and spin: 87.5 kJ/mol

***

3.
Molecular formula: C26H18ClHfN4O7
Method: DFT, ωB97M-V with the def2-TZVPD basis set

Each line ends with the Mulliken charge.
Positions of all 57 atoms, in Å:
1 Hf 0.7329 0.7420 -0.4608  1.339
2 C -0.8835 2.1000 -4.3499  -0.639
3 O -1.9454 1.1696 -4.1701  -0.493
4 C -1.6199 -0.0965 -3.8118  0.388
5 C -2.3189 -1.1408 -4.4055  -0.511
6 C -1.9603 -2.4635 -4.1771  -0.728
7 C -0.9013 -2.7581 -3.3505  -0.996
8 C -0.2407 -1.7386 -2.6342  1.096
9 C 0.8028 -2.0837 -1.7144  -0.158
10 N 1.2630 -1.2562 -0.8172  0.710
11 N 2.2679 -1.6752 0.0207  -1.179
12 C 2.7012 -0.7207 0.8011  0.648
13 O 2.1760 0.4839 0.7527  -0.952
14 C 3.7820 -0.9674 1.7513  0.457
15 C 4.0542 -2.2545 2.2230  -0.359
16 C 5.0652 -2.4460 3.1438  -0.692
17 C 5.8259 -1.3687 3.5778  -0.366
18 C 5.5676 -0.0915 3.1023  -0.676
19 C 4.5460 0.1156 2.1982  -0.367
20 C -0.6322 -0.3838 -2.8371  0.422
21 O -0.1015 0.6218 -2.1289  -0.643
22 H -1.2405 2.8257 -5.0798  0.333
23 H 0.0055 1.6031 -4.7439  0.319
24 H -0.6210 2.6138 -3.4201  0.120
25 H -3.1341 -0.8915 -5.0653  0.487
26 H -2.4918 -3.2494 -4.6898  0.423
27 H -0.5771 -3.7774 -3.2145  0.482
28 H 1.2196 -3.0891 -1.7524  0.480
29 H 3.4620 -3.0818 1.8658  0.440
30 H 5.2645 -3.4329 3.5342  0.397
31 H 6.6293 -1.5185 4.2828  0.401
32 H 6.1618 0.7409 3.4457  0.406
33 H 4.3479 1.1040 1.8110  0.434
34 O -1.7857 5.8149 0.8591  -0.523
35 C -2.5624 4.8393 1.2467  0.422
36 O -3.6609 5.0066 1.6953  -0.546
37 C -2.0342 3.4165 1.1221  -0.088
38 C -2.7805 2.3004 1.5434  0.314
39 Cl -4.3407 2.2618 2.1688  -0.068
40 N -2.0426 1.1902 1.2970  0.455
41 N -0.8593 1.5326 0.7447  -0.630
42 C -0.8415 2.8714 0.6199  0.187
43 C 0.3301 3.4993 -0.1180  1.011
44 O 0.4087 4.7065 -0.1921  -0.741
45 O 1.1395 2.6558 -0.6516  -0.570
46 C -2.2914 -0.1824 1.5324  0.235
47 C -2.9508 -0.6202 2.6745  -0.565
48 C -3.1108 -1.9820 2.8718  -0.800
49 C -2.5872 -2.8893 1.9661  -0.719
50 C -1.9314 -2.4473 0.8278  -0.713
51 C -1.7889 -1.0892 0.5944  0.772
52 H -0.9092 5.5591 0.4751  0.466
53 H -3.3302 0.0931 3.3882  0.492
54 H -3.6380 -2.3403 3.7418  0.404
55 H -2.7014 -3.9448 2.1445  0.432
56 H -1.5477 -3.1612 0.1182  0.476
57 H -1.3903 -0.7250 -0.3572  0.274

Computed properties:
* E_LUMO: -4.34 eV
* E_HOMO: -11.6 eV
* HOMO-LUMO gap: 7.2 eV
* F_max: 3.1 eV/A
* total charge: +1
* energy above the lowest of the compared OMol25 structures with the same formula, charge and spin: 96.6 kJ/mol

***

4.
Molecular formula: C13H28N2O2P2Ru
Method: DFT, ωB97M-V with the def2-TZVPD basis set

Each line ends with the Löwdin spin population.
Positions of all 48 atoms, in Å:
1 Ru -0.2769 0.2836 0.1000  2.264
2 P -2.1404 -0.9268 0.7736  0.022
3 P -0.4890 2.4877 0.3434  0.097
4 N 0.4017 -1.6126 -0.3734  0.547
5 N 1.6401 0.7008 -0.6065  0.392
6 H 1.9074 -2.4966 -1.6197  0.007
7 H 3.4562 -0.3339 -1.0247  0.014
8 H 2.4302 -2.1616 0.0354  0.023
9 C 1.8262 -1.7559 -0.7969  0.046
10 H 2.3230 -0.3743 -2.3522  0.022
11 C 2.3713 -0.3951 -1.2413  0.050
12 H -0.0688 -3.5638 -0.8060  0.035
13 H 2.8069 2.2042 -1.4647  -0.003
14 C -0.4551 -2.5942 -0.5119  0.612
15 C 1.8977 1.9800 -0.8858  0.020
16 C -1.9276 -2.5069 -0.2251  0.103
17 C 1.0334 2.9707 -0.4525  0.416
18 H -2.3152 -3.2890 0.4825  0.023
19 H 1.2722 4.0140 -0.6098  0.017
20 H -1.5579 3.2137 -0.2690  0.011
21 H -0.4533 3.1134 1.6364  0.033
22 H -3.4979 -0.6410 0.5209  0.004
23 H -2.2335 -1.5815 2.0447  0.006
24 H 0.3142 1.4494 -3.5066  0.004
25 C -0.6993 1.1000 -3.2322  0.087
26 C -1.7062 2.2266 -3.4246  0.046
27 C -0.9736 -0.1012 -4.1083  0.054
28 O -0.7401 0.6788 -1.8875  0.843
29 H -1.5916 2.7015 -4.4105  0.007
30 H -2.6943 1.7496 -3.3777  0.000
31 H -1.6175 2.9854 -2.6347  0.000
32 H -0.3506 -0.9665 -3.8479  0.000
33 H -2.0280 -0.3774 -4.0107  0.000
34 H -0.7764 0.1744 -5.1562  0.008
35 H -2.6386 -2.6432 -1.0635  0.029
36 C 0.3621 0.0361 4.6223  0.003
37 C 0.5551 -1.4351 4.1814  0.004
38 C 1.1942 -1.2777 2.8074  0.013
39 O 0.5411 -0.0873 2.2092  0.121
40 C 0.1436 0.8034 3.3092  0.010
41 H -0.4698 0.1906 5.3316  0.001
42 H 1.2923 0.4002 5.0956  0.000
43 H -0.4347 -1.9197 4.0954  0.000
44 H 1.1737 -2.0233 4.8754  0.001
45 H 2.2711 -1.0620 2.8936  0.002
46 H 1.0623 -2.1358 2.1407  0.003
47 H -0.9083 1.0930 3.1589  0.002
48 H 0.7688 1.7053 3.2423  0.001

Computed properties:
* E_LUMO (spin up / spin down): -6.32 / -10.20 eV
* E_HOMO (spin up / spin down): -12.1 / -16.4 eV
* HOMO-LUMO gap (spin up / spin down): 5.8 / 6.2 eV
* spin multiplicity: 7
* F_max: 7.1 eV/A
* ⟨S²⟩: 12.058
* total charge: +2
* energy above the lowest of the compared OMol25 structures with the same formula, charge and spin: 0.0 kJ/mol